Density functional theory data (ωB97M-V/def2-TZVPD) for a structure of composition C12H14ClN2O9SV.

Computed properties:
Expectation value of S²: 3.758
Net charge: -1
Spin multiplicity: 4
HOMO energy (alpha / beta) (hartree): -0.154 / -0.175
Kohn-Sham gap (alpha / beta) (Eh): 0.24900 / 0.27014

Positions of all 40 atoms, in Å:
V 0.788 0.510 -1.236
O -0.261 4.034 0.063
Cl -0.730 2.857 -0.602
O -2.103 2.981 -0.951
O -0.524 1.687 0.265
O 0.090 2.592 -1.789
C 3.971 -1.317 -3.669
O 3.114 -0.927 -2.609
C 2.050 -0.017 -2.925
O 1.978 0.356 -4.075
H 4.982 -1.422 -3.266
H 3.964 -0.576 -4.468
H 3.655 -2.280 -4.080
N 3.720 2.501 1.248
C 4.529 1.503 0.747
C 3.744 0.782 -0.094
N 2.476 1.323 -0.114
C 2.495 2.352 0.700
H 3.983 3.222 1.894
H 5.561 1.403 1.030
H 3.971 -0.076 -0.704
H 1.666 3.006 0.912
C -5.031 -1.054 3.411
C -3.980 -1.205 2.344
C -3.837 -0.259 1.339
C -2.871 -0.399 0.350
C -2.037 -1.501 0.369
C -2.167 -2.465 1.362
C -3.130 -2.312 2.342
S -0.772 -1.710 -0.861
O -1.002 -0.640 -1.853
O -0.893 -3.061 -1.332
O 0.512 -1.398 -0.189
H -5.538 -0.093 3.330
H -4.593 -1.123 4.409
H -5.787 -1.839 3.332
H -4.486 0.610 1.325
H -2.761 0.346 -0.424
H -1.516 -3.329 1.354
H -3.229 -3.063 3.119

Here are the Mulliken charges for atoms 1 to 6, given in e:
1 V 0.5151
2 O -0.6982
3 Cl 1.8863
4 O -0.6693
5 O -0.6292
6 O -0.6549

***

Density functional theory data (ωB97M-V/def2-TZVPD) for a cluster of 2 separate species, C3H10N2O in total at a distorted geometry.

Computed properties:
Net charge: 0
HOMO energy (hartree): -0.319
Kohn-Sham gap (Eh): 0.35019
ΔE to the lowest compared entry with this formula, charge and spin (kJ/mol): 157.1

Positions of all 16 atoms, in Å:
C 1.935 0.551 -0.286
C 2.149 -0.069 0.858
N 1.262 0.011 -1.410
H 2.266 1.572 -0.468
H 2.697 0.329 1.691
H 1.760 -1.064 0.972
H -2.817 -0.201 -1.314
H 1.373 0.617 -2.204
H 0.279 -0.149 -1.235
N -1.397 0.273 1.227
C -1.729 -0.696 0.237
O -1.884 -0.147 -1.086
H -1.875 1.150 1.072
H -0.407 0.482 1.244
H -2.661 -1.204 0.503
H -0.951 -1.455 0.202

Here are the Mulliken charges for atoms 1 to 6, given in e:
1 C -0.0007
2 C -0.7955
3 N -0.5384
4 H 0.2441
5 H 0.2678
6 H 0.2827

***

Density functional theory data (ωB97M-V/def2-TZVPD) for a structure of composition C36H27BCl6MoN4O2S2.

Computed properties:
Expectation value of S²: 2.027
Net charge: 0
Spin multiplicity: 3
HOMO energy (alpha / beta) (hartree): -0.290 / -0.295
Kohn-Sham gap (alpha / beta) (Eh): 0.28150 / 0.25222
ΔE to the lowest compared entry with this formula, charge and spin (kJ/mol): 0.0

Positions of all 79 atoms, in Å:
Mo 0.220 2.043 0.450
S 2.172 3.456 -0.417
C 0.878 4.578 -0.582
C 0.921 5.906 -1.024
C -0.255 6.613 -1.071
C -1.463 6.014 -0.690
C -1.437 4.710 -0.264
N -0.286 4.022 -0.209
H 1.868 6.341 -1.312
H -0.250 7.643 -1.406
H -2.397 6.554 -0.726
H -2.331 4.182 0.041
Cl -6.728 1.442 2.699
C -5.217 1.462 1.847
C -4.085 1.945 2.477
C -2.905 1.947 1.760
Cl -1.426 2.529 2.481
C -2.781 1.490 0.448
O -1.637 1.507 -0.198
C -3.961 1.007 -0.139
Cl -3.887 0.398 -1.756
C -5.162 0.992 0.544
H -4.120 2.302 3.496
H -6.050 0.609 0.061
B -0.545 -2.122 2.669
C -0.057 -0.862 1.856
N 0.269 0.080 1.268
H -0.156 -1.988 3.803
H -0.073 -3.098 2.126
H -1.757 -2.111 2.591
Cl 4.440 -5.573 -1.169
C 3.043 -4.734 -1.767
C 2.491 -3.705 -1.025
C 1.374 -3.056 -1.521
C 0.792 -3.411 -2.732
C -0.424 -2.672 -3.242
C -0.047 -1.364 -3.939
N 0.586 -0.413 -3.032
C 1.937 -0.261 -2.803
C 2.055 0.595 -1.761
N 0.792 0.977 -1.354
C -0.067 0.312 -2.113
O -1.349 -2.298 -2.240
C -1.816 -3.320 -1.350
C -2.032 -4.656 -1.993
C -2.854 -4.918 -3.046
Cl -3.836 -3.777 -3.877
S -2.847 -6.565 -3.513
C -1.700 -6.938 -2.295
C -1.365 -5.843 -1.565
C 1.383 -4.448 -3.447
Cl 0.725 -4.952 -4.981
C 2.502 -5.117 -2.983
H 2.909 -3.432 -0.066
H 0.928 -2.258 -0.943
H -0.916 -3.292 -3.996
H -0.946 -0.904 -4.347
H 0.642 -1.567 -4.758
H 2.676 -0.761 -3.403
H 2.944 0.994 -1.309
H -1.137 0.372 -2.043
H -2.748 -2.922 -0.945
H -1.123 -3.447 -0.517
H -1.341 -7.948 -2.184
H -0.661 -5.845 -0.743
H 2.939 -5.923 -3.554
C 1.384 2.474 2.099
C 2.057 2.759 3.069
C 2.854 3.094 4.210
C 4.219 2.802 4.236
C 4.981 3.129 5.345
C 4.396 3.754 6.437
C 3.039 4.049 6.418
C 2.270 3.721 5.315
H 4.670 2.316 3.381
H 6.038 2.896 5.356
H 4.995 4.008 7.302
H 2.577 4.533 7.269
H 1.212 3.944 5.297

Here are the Mulliken charges for atoms 1 to 6, given in e:
1 Mo -0.8259
2 S -0.2889
3 C 0.6845
4 C -0.8516
5 C 0.0027
6 C -1.0374

***

Density functional theory data (ωB97M-V/def2-TZVPD) for a structure of composition C6H7NO at a distorted geometry.

Computed properties:
Net charge: 0
HOMO energy (hartree): -0.301
Kohn-Sham gap (Eh): 0.28978
ΔE to the lowest compared entry with this formula, charge and spin (kJ/mol): 868.7

Positions of all 15 atoms, in Å:
C 3.144 0.175 0.369
C 1.840 -0.301 0.400
C -1.198 -1.081 -0.325
C -2.295 -0.490 0.499
C -2.101 0.904 0.332
C -0.719 1.142 -0.231
H 3.497 0.022 1.487
H 4.116 1.338 -0.426
H 1.253 -1.085 1.437
H -0.905 -2.166 -0.241
H -3.140 -0.932 0.724
H -2.827 1.688 0.619
H -0.106 1.792 -0.712
N -0.290 -0.050 -0.451
O 1.015 -0.300 -0.749

Here are the Mulliken charges for atoms 1 to 6, given in e:
1 C -0.4804
2 C -0.0231
3 C -0.4268
4 C -0.7486
5 C -0.5309
6 C -0.1269

***

Density functional theory data (ωB97M-V/def2-TZVPD) for an isolated molecule of C5H12Si at a distorted geometry.

Computed properties:
Net charge: 0
HOMO energy (alpha / beta) (hartree): -0.281 / -0.302
Kohn-Sham gap (alpha / beta) (Eh): 0.29479 / 0.31941
ΔE to the lowest compared entry with this formula, charge and spin (kJ/mol): 311.7

Positions of all 18 atoms, in Å:
C 1.152 -1.051 0.958
C 0.535 -1.151 -0.435
C 0.085 -0.463 1.847
C -0.254 0.127 -0.681
C -1.586 -0.041 -1.314
Si 0.373 1.830 -0.290
H 1.521 -2.017 1.332
H 2.006 -0.377 0.925
H 1.282 -1.310 -1.223
H -0.151 -2.005 -0.464
H -0.858 -0.975 1.903
H 0.370 0.139 2.689
H -1.454 -0.280 -2.375
H -2.184 0.866 -1.250
H -2.144 -0.870 -0.872
H 1.609 1.842 0.491
H -0.684 2.599 0.377
H 0.681 2.539 -1.553

Here are the Mulliken charges for atoms 1 to 6, given in e:
1 C -0.3252
2 C -0.5804
3 C -0.9593
4 C 0.3300
5 C -1.2993
6 Si 0.4468

***

Density functional theory data (ωB97M-V/def2-TZVPD) for a structure of composition C5H8O2.

Computed properties:
Net charge: 0
HOMO energy (hartree): -0.333
Kohn-Sham gap (Eh): 0.36203
ΔE to the lowest compared entry with this formula, charge and spin (kJ/mol): 270.6

Positions of all 15 atoms, in Å:
C -0.215 1.052 -1.502
C 0.638 0.003 -0.793
O 1.483 0.665 0.185
C 0.868 -0.062 1.227
C -0.648 0.103 1.262
C 0.006 -0.878 0.339
O -0.158 -2.251 0.270
H -1.142 1.208 -0.940
H 0.297 2.021 -1.484
H -0.462 0.797 -2.535
H 1.237 -0.617 -1.469
H 1.469 -0.298 2.099
H -1.136 0.950 0.784
H -1.148 -0.215 2.171
H -1.089 -2.479 0.387

Here are the Mulliken charges for atoms 1 to 6, given in e:
1 C -1.2219
2 C 0.3386
3 O -0.4486
4 C 0.0225
5 C -0.8613
6 C 0.2633

***

Density functional theory data (ωB97M-V/def2-TZVPD) for the ion C11H19N2 with charge +1 at a distorted geometry.

Computed properties:
Net charge: +1
HOMO energy (hartree): -0.455
Kohn-Sham gap (Eh): 0.32400
ΔE to the lowest compared entry with this formula, charge and spin (kJ/mol): 293.1

Positions of all 32 atoms, in Å:
C 0.844 -0.798 0.979
C -1.418 -1.177 1.824
C 2.047 -1.457 0.816
C 0.642 0.664 0.755
C -0.459 -3.076 1.069
C -1.916 -3.317 1.264
C 0.027 1.249 -0.348
C 0.552 0.249 -2.526
C 0.337 3.691 0.565
C -0.526 0.383 -1.473
C -0.036 2.739 -0.507
N -0.292 -1.552 1.217
N -2.379 -2.091 1.951
H 2.227 -2.452 1.052
H 2.881 -0.871 0.433
H -1.814 -0.194 2.221
H 0.977 1.172 1.627
H 0.244 -3.423 1.926
H -0.121 -3.480 0.178
H -2.547 -3.456 0.344
H -2.206 -4.230 1.968
H 1.230 -0.635 -2.312
H 1.215 1.024 -2.438
H 0.014 0.161 -3.516
H 1.271 3.512 0.995
H -0.346 3.773 1.486
H 0.432 4.716 0.200
H -0.980 -0.469 -0.929
H -1.343 0.795 -1.987
H 0.620 2.970 -1.348
H -1.042 3.021 -0.717
H -3.305 -1.782 2.078

Here are the Mulliken charges for atoms 1 to 6, given in e:
1 C 0.4888
2 C 0.0261
3 C -1.3586
4 C -0.7138
5 C -0.7039
6 C -0.4985

***

Density functional theory data (ωB97M-V/def2-TZVPD) for an isolated molecule of C3H4O3.

Computed properties:
Net charge: 0
HOMO energy (hartree): -0.343
Kohn-Sham gap (Eh): 0.35425
ΔE to the lowest compared entry with this formula, charge and spin (kJ/mol): 353.5

Positions of all 10 atoms, in Å:
C -1.601 0.186 0.575
O -0.192 -0.074 0.648
C 0.345 -0.469 -0.487
O -0.192 -0.746 -1.514
C 2.326 0.600 -0.373
O 1.730 -0.576 -0.311
H -1.901 0.428 1.594
H -1.783 1.031 -0.092
H -2.127 -0.696 0.205
H 3.395 0.315 -0.245

Here are the Mulliken charges for atoms 1 to 6, given in e:
1 C -0.5885
2 O -0.2468
3 C 0.7849
4 O -0.4621
5 C -0.2831
6 O -0.1671